Formula: C37H48BBr14ClF3N2O6
Source: OMol25
Level of theory: the ωB97M-V functional and the def2-TZVPD basis

Each atom is followed by the atoms it is bonded to, with distances in Å.
Element x y z (Å)
1 C -6.37524 -0.72386 -0.49511  C2 1.672, H37 1.171, H38 1.170, H39 1.191
2 C -6.90311 -2.29377 -0.72747  C1 1.672, O3 1.467, H40 1.194, H41 1.169
3 O -6.41586 -3.19705 0.32055  C2 1.467, B4 1.487
4 B -5.31684 -4.07649 -0.15823  O3 1.487, O5 1.507, C6 1.667
5 O -5.62635 -5.54937 -0.08936  B4 1.507, H42 1.014
6 C -3.82619 -3.53091 -0.66773  B4 1.667, C7 1.674, C32 1.674
7 C -3.20830 -3.82055 -2.19581  C6 1.674, C8 1.627, C12 1.658
8 C -4.09747 -4.66571 -3.26383  C7 1.627, F9 1.512, F10 1.473, F11 1.512
9 F -5.47378 -4.09250 -3.51832  C8 1.512
10 F -3.52977 -4.87459 -4.60683  C8 1.473
11 F -4.26592 -6.05486 -2.69051  C8 1.512
12 C -1.68054 -3.22112 -2.43438  C7 1.658, C13 1.654, C16 1.672
13 C -0.89364 -3.44416 -3.87199  C12 1.654, O14 1.335, O15 1.501
14 O -1.12876 -2.66624 -4.93126  C13 1.335
15 O 0.08793 -4.56244 -4.06939  C13 1.501
16 C -0.81226 -2.40377 -1.26234  C12 1.672, N17 1.506, C31 1.629
17 N 0.58192 -1.96846 -1.62929  C16 1.506, C18 1.497
18 C 1.31582 -1.28929 -0.51525  N17 1.497, C19 1.650, C23 1.624
19 C 2.87017 -0.81144 -0.79454  C18 1.650, C20 1.639, H43 1.192, H44 1.193
20 C 3.09077 0.81274 -0.81663  C19 1.639, C21 1.673, H45 1.183, H46 1.172
21 C 4.53125 1.06328 -1.62901  C20 1.673, Cl22 1.886, H47 1.187, H48 1.193
22 Cl 5.15784 2.82906 -1.41267  C21 1.886
23 C 0.61724 -1.02639 0.92703  C18 1.624, C24 1.673, N30 1.501
24 C 1.54565 -0.20986 2.05386  C23 1.673, C25 1.668, C29 1.639
25 C 1.14199 1.39812 2.23600  C24 1.668, C26 1.643, H49 1.188
26 C 1.87304 2.40538 3.30933  C25 1.643, C27 1.672, H50 1.182
27 C 3.08233 1.71615 4.23619  C26 1.672, C28 1.670, H51 1.178
28 C 3.50013 0.11102 4.04337  C27 1.670, C29 1.671, H52 1.177, Br57 2.422
29 C 2.73663 -0.89448 2.94804  C24 1.639, C28 1.671, H53 1.171
30 N -0.75839 -1.42483 1.37629  C23 1.501, C31 1.504
31 C -1.42637 -2.11416 0.21797  C16 1.629, N30 1.504, C32 1.673
32 C -2.96942 -2.69559 0.50233  C6 1.674, C31 1.673, C33 1.670
33 C -3.63952 -2.44119 2.01112  C32 1.670, C34 1.670, H54 1.191, H55 1.192
34 C -3.54283 -3.80197 2.97455  C33 1.670, O35 1.354, O36 1.501
35 O -4.52912 -4.17985 3.82193  C34 1.354
36 O -2.24763 -4.55068 2.85422  C34 1.501, H56 1.014
37 H -5.98526 -0.54020 0.59373  C1 1.171
38 H -5.60970 -0.47088 -1.34275  C1 1.170
39 H -7.32381 -0.01772 -0.63494  C1 1.191
40 H -8.08651 -2.22582 -0.58369  C2 1.194
41 H -6.73897 -2.65775 -1.82614  C2 1.169
42 H -6.63159 -5.61114 0.02806  O5 1.014
43 H 3.64861 -1.28909 -0.02885  C19 1.192
44 H 3.20003 -1.20960 -1.86975  C19 1.193
45 H 3.29990 1.16386 0.29343  C20 1.183
46 H 2.24543 1.41828 -1.35652  C20 1.172
47 H 4.42148 0.88074 -2.79688  C21 1.187
48 H 5.40630 0.38138 -1.18957  C21 1.193
49 H 0.26972 1.86941 1.58139  C25 1.188
50 H 1.52869 3.53018 3.42762  C26 1.182
51 H 3.64335 2.35158 5.05409  C27 1.178
52 H 4.33446 -0.38028 4.71268  C28 1.177
53 H 3.00009 -2.02727 2.80860  C29 1.171
54 H -4.75080 -2.01906 1.94314  C33 1.191
55 H -3.05345 -1.60666 2.62843  C33 1.192
56 H -1.78633 -4.56429 3.75753  O36 1.014
57 Br 2.96293 -0.22513 6.38079  C28 2.422, C58 1.950
58 C 4.05455 -0.04577 7.98690  Br57 1.950, C59 1.511, H61 1.094, H62 1.094
59 C 3.76344 1.25175 8.70406  C58 1.511, Br60 1.951, H63 1.094, H64 1.093
60 Br 4.60702 2.76151 7.80205  C59 1.951
61 H 5.09846 -0.14543 7.67630  C58 1.094
62 H 3.78288 -0.90124 8.61209  C58 1.094
63 H 4.19607 1.24316 9.70840  C59 1.094
64 H 2.69607 1.47842 8.77537  C59 1.093
65 Br 0.82554 3.96367 0.77196  C66 1.950
66 C 0.26462 5.11787 -0.69657  Br65 1.950, C67 1.511, H69 1.094, H70 1.094
67 C -0.11409 4.30827 -1.91466  C66 1.511, Br68 1.951, H71 1.094, H72 1.093
68 Br 1.46913 3.66156 -2.85261  C67 1.951
69 H 1.08166 5.82148 -0.87974  C66 1.094
70 H -0.60122 5.66528 -0.31296  C66 1.094
71 H -0.64134 4.93059 -2.64313  C67 1.094
72 H -0.72642 3.43294 -1.68101  C67 1.093
73 Br -3.23477 4.96731 -3.70159  C74 1.950
74 C -3.35350 4.32258 -5.53833  Br73 1.950, C75 1.511, H77 1.094, H78 1.094
75 C -2.04415 4.50821 -6.26892  C74 1.511, Br76 1.951, H79 1.094, H80 1.093
76 Br -1.78870 6.36807 -6.79832  C75 1.951
77 H -4.19063 4.84725 -6.00747  C74 1.094
78 H -3.59921 3.26026 -5.45124  C74 1.094
79 H -2.04120 3.94341 -7.20537  C75 1.094
80 H -1.17140 4.22262 -5.67522  C75 1.093
81 Br 9.43124 3.55164 -0.49908  C82 1.950
82 C 8.65779 4.57816 -1.96585  Br81 1.950, C83 1.511, H85 1.094, H86 1.094
83 C 8.61072 6.05200 -1.63687  C82 1.511, Br84 1.951, H87 1.094, H88 1.093
84 Br 7.14958 6.45490 -0.40914  C83 1.951
85 H 7.67382 4.14786 -2.17275  C82 1.094
86 H 9.31654 4.39450 -2.81955  C82 1.094
87 H 8.39883 6.64107 -2.53354  C83 1.094
88 H 9.52886 6.42283 -1.17292  C83 1.093
89 Br -2.66689 -6.92733 -9.75487  C90 1.950
90 C -1.57528 -6.74797 -8.14876  Br89 1.950, C91 1.511, H93 1.094, H94 1.094
91 C -1.86639 -5.45045 -7.43160  C90 1.511, Br92 1.951, H95 1.094, H96 1.093
92 Br -1.02281 -3.94070 -8.33361  C91 1.951
93 H -0.53136 -6.84764 -8.45936  C90 1.094
94 H -1.84695 -7.60344 -7.52357  C90 1.094
95 H -1.43376 -5.45904 -6.42727  C91 1.094
96 H -2.93375 -5.22378 -7.36030  C91 1.093
97 Br -3.94169 -7.66838 6.73591  C98 1.950
98 C -5.28812 -7.47492 5.33838  Br97 1.950, C99 1.511, H101 1.094, H102 1.094
99 C -6.65258 -7.20275 5.92729  C98 1.511, Br100 1.951, H103 1.094, H104 1.093
100 Br -7.44663 -8.83078 6.65089  C99 1.951
101 H -5.25081 -8.38367 4.73097  C98 1.094
102 H -4.95207 -6.62627 4.73558  C98 1.094
103 H -7.34770 -6.86793 5.15228  C99 1.094
104 H -6.63730 -6.46796 6.73697  C99 1.093
105 Br 7.35216 9.27140 2.80957  C106 1.950
106 C 6.00573 9.46486 1.41205  Br105 1.950, C107 1.511, H109 1.094, H110 1.094
107 C 4.64127 9.73702 2.00096  C106 1.511, Br108 1.951, H111 1.094, H112 1.093
108 Br 3.84722 8.10900 2.72456  C107 1.951
109 H 6.04304 8.55611 0.80464  C106 1.094
110 H 6.34177 10.31351 0.80925  C106 1.094
111 H 3.94615 10.07185 1.22595  C107 1.094
112 H 4.65655 10.47182 2.81064  C107 1.093

Results
Highest occupied orbital energy, eV: -5.042
LUMO, eV: 0.57
Charge: -1
Kohn-Sham gap, Eh: 0.20639